Arrangement 1

Below is C3H8N3O as an isolated structure, with properties calculated with wB97M-V/def2-TZVPD.

Geometry (Å):
C -3.284 -0.199 -0.147
C 1.046 0.112 0.048
C 2.434 0.301 -0.359
N -2.113 -0.314 -0.503
N 0.754 -1.118 0.517
N 0.032 0.974 0.025
O -1.145 0.679 0.627
H -4.082 -0.736 -0.582
H -3.658 0.574 0.567
H 3.112 -0.078 0.346
H 2.757 -0.418 -1.210
H 2.841 1.396 -0.593
H 1.453 -1.778 0.693
H -0.105 -1.196 1.065
H -0.041 1.801 -0.494

Charge: +1
Frontier orbital gap (eV): 9.79
LUMO level (eV): -4.558

Mulliken atomic charge list, values in e, 4 entries: number 1, C, carries -0.138; number 2, C, carries 0.792; number 3, C, carries -1.159; number 4, N, carries -0.170

=====

Arrangement 2

Below is a 2-piece molecular cluster, C3H8N3O overall, with properties calculated with wB97M-V/def2-TZVPD.

Geometry (Å):
C -0.390 -0.057 -1.187
C -0.160 1.616 0.022
C 1.900 1.013 1.270
N -0.937 1.091 -0.950
N 0.835 0.853 0.304
N -1.895 -2.112 -0.439
O 0.782 -0.260 -0.528
H -0.519 -0.645 -2.114
H -0.271 2.510 0.505
H 1.721 1.975 1.727
H 1.800 0.158 1.882
H 2.727 1.191 0.695
H -1.281 -2.475 -1.121
H -2.806 -2.534 -0.535
H -1.506 -2.324 0.467

Charge: +1
Frontier orbital gap (spin up / spin down) (eV): 9.44 / 9.44
LUMO level (spin up / spin down) (eV): -4.583 / -4.583

Mulliken atomic charge list, values in e, 4 entries: number 1, C, carries -0.025; number 2, C, carries 0.096; number 3, C, carries -0.680; number 4, N, carries -0.357

=====

Arrangement 3

Below is an isolated ion of composition C3H8N3O and charge +1, with properties calculated with wB97M-V/def2-TZVPD.

Geometry (Å):
C 0.574 -1.268 -0.356
C 0.251 0.840 0.410
C -1.615 -0.786 0.444
N -0.308 -0.438 0.044
N 1.792 -0.816 -0.136
N 0.038 1.868 -0.444
O 1.806 0.406 0.490
H 0.295 -2.140 -1.039
H -0.036 1.039 1.444
H -1.717 -1.905 0.257
H -1.924 -0.304 1.375
H -2.322 -0.253 -0.266
H 2.641 -0.811 -0.671
H 0.128 2.886 -0.165
H 0.399 1.682 -1.388

SMILES: CN1C=[NH+]O[C@H]1N
Charge: +1
Frontier orbital gap (eV): 10.27
LUMO level (eV): -3.890

Mulliken atomic charge list, values in e, 4 entries: number 1, C, carries 0.034; number 2, C, carries -0.175; number 3, C, carries -0.778; number 4, N, carries 0.085

=====

Arrangement 4

Below is a 2-piece molecular cluster, C3H8N3O overall, with properties calculated with wB97M-V/def2-TZVPD.

Geometry (Å):
C -0.240 -0.447 0.826
C -0.461 0.932 0.304
C 1.743 -0.322 -0.390
N 0.901 -0.895 0.475
N 2.942 0.198 -0.016
N -2.657 -0.314 -0.288
O 0.295 1.306 -0.601
H -0.849 -0.742 1.688
H -1.148 1.606 0.755
H 1.680 -0.569 -1.489
H 3.525 0.317 -0.810
H 2.934 0.779 0.815
H -3.597 -0.097 -0.021
H -2.428 -1.282 0.003
H -2.639 -0.470 -1.250

Charge: +1
Frontier orbital gap (eV): 9.65
LUMO level (eV): -5.316

Mulliken atomic charge list, values in e, 4 entries: number 1, C, carries -0.187; number 2, C, carries 0.253; number 3, C, carries 0.103; number 4, N, carries -0.307

=====

Ranking the structures above from most stable to least stable yields arrangement 4, arrangement 2, arrangement 3, arrangement 1.